C4H32N2O10S | ωB97M-V/def2-TZVPD

Calculated values
HOMO energy (alpha / beta) (eV): -12.1 / -12.1
Orbital gap (alpha / beta) (eV): 9.08 / 3.71
Energy above the lowest of the compared OMol25 structures with the same formula, charge and spin (kJ/mol): 0.0
Total charge: +1
Spin multiplicity: 2

CARTESIAN COORDINATES (ANGSTROEM)
C  0.915  -2.260  -0.011
N  -0.197  -2.005  -0.965
C  0.255  -1.640  -2.284
C  -0.862  -0.931  -3.096
S  -0.979  0.876  -3.063
C  0.445  -3.051  1.239
N  -0.845  -2.625  1.743
H  1.826  -2.721  -0.368
H  1.105  -1.268  0.481
H  -1.589  1.188  -1.919
H  0.478  -2.482  -2.952
H  1.042  -0.911  -2.125
H  -0.701  -1.078  -4.179
H  -1.769  -1.474  -2.802
H  1.235  -2.933  2.024
H  0.496  -4.142  1.038
H  -0.784  -2.282  2.693
H  -0.640  -2.912  -1.105
H  -1.170  -1.814  1.230
H  2.421  3.633  0.202
H  1.021  4.148  0.342
O  1.861  4.116  0.829
H  -0.575  3.036  1.881
H  -0.923  1.824  0.905
O  -0.620  2.743  0.962
H  -2.973  -2.723  -0.366
H  -3.730  -1.498  -0.944
O  -2.849  -1.835  -0.723
H  -2.831  0.697  0.138
H  -1.923  -0.496  0.225
O  -1.916  0.454  0.421
H  -1.510  0.221  3.150
H  -1.323  -0.237  4.601
O  -0.855  -0.096  3.777
H  -3.987  0.413  -2.089
H  -4.567  1.609  -1.228
O  -4.251  0.689  -1.208
H  1.686  1.974  -2.052
H  1.711  1.176  -0.707
O  2.168  1.852  -1.225
H  1.977  1.597  4.340
H  0.887  0.963  3.341
O  1.510  1.701  3.514
H  3.243  -0.690  0.093
H  4.693  -0.585  -0.317
O  3.982  -1.227  -0.274
H  2.825  0.823  2.296
H  4.255  1.030  1.835
O  3.443  0.566  1.586

natural (NBO) population analysis, charges in e, atoms 1 to 2: number 1, C, carries -0.288; number 2, N, carries -0.284